# 1
This record from the OMol25 dataset describes a structure of composition C28H25Br2MnN5O at a distorted geometry. The level of theory is the ωB97M-V functional and the def2-TZVPD basis.

Geometry as XYZ:
```
62
Properties=species:S:1:pos:R:3:forces:R:3
Mn 0.05837 -0.18686 0.46911 0.09 0.98 -2.51
Br -0.28373 6.48784 1.95791 -0.06 -0.44 -0.03
C -0.33943 4.59894 1.71001 0.92 0.02 1.17
C 0.38587 3.76034 2.57951 -0.66 0.78 -0.83
C 0.41277 2.42064 2.26611 0.06 -0.24 0.16
N -0.21423 1.86984 1.22871 -1.43 0.06 -1.12
C -1.06633 2.66524 0.47671 2.74 1.00 2.55
C -1.07413 4.06664 0.69441 -0.46 -1.19 -0.81
C -1.92433 2.00914 -0.44309 -1.81 -2.43 -2.20
C -3.01803 2.64044 -1.09459 1.28 0.08 0.95
C -3.91893 1.87664 -1.77679 -0.61 -1.25 -0.58
Br -5.44213 2.67764 -2.59239 0.35 -0.10 0.18
C -3.75353 0.48264 -1.87579 -0.03 1.24 0.05
C -2.61363 -0.04566 -1.30949 0.10 -0.43 -0.09
N -1.72453 0.65744 -0.62519 0.71 1.43 0.99
H 0.91597 4.15184 3.43051 0.08 0.03 0.06
H 0.97867 1.74314 2.89841 0.02 -0.02 -0.16
H -1.63993 4.71044 0.04261 -0.11 0.08 -0.02
H -3.14803 3.70844 -1.02309 -0.10 0.03 0.06
H -4.46673 -0.13786 -2.39059 -0.05 -0.05 -0.05
H -2.40113 -1.10626 -1.41179 0.00 0.08 0.08
O -1.09023 -0.84656 1.71711 -0.92 0.14 2.47
C -2.10083 -1.62736 1.60301 -0.28 -0.90 -0.34
C -3.34253 -1.29096 2.18441 0.20 0.04 -0.15
C -4.43853 -2.10046 2.03281 -0.03 -0.09 -0.01
C -4.34383 -3.30076 1.33301 -0.17 -0.22 0.00
C -3.14123 -3.67166 0.77151 0.07 0.13 0.01
C -2.01393 -2.85686 0.87831 -0.44 0.56 0.33
C -0.77483 -3.18206 0.21081 0.36 0.13 -0.12
N 0.17067 -2.32086 -0.16809 -0.73 0.64 0.46
C 1.12317 -3.04966 -0.81999 0.12 -0.31 -0.12
C 0.76987 -4.36406 -0.82999 0.38 0.21 -0.22
N -0.43063 -4.43466 -0.18019 -0.29 0.07 0.17
H -3.40593 -0.35476 2.71761 0.03 0.11 0.08
H -5.38523 -1.79556 2.45231 -0.13 -0.01 0.08
H -5.20933 -3.93476 1.22521 -0.10 -0.08 -0.03
H -3.08393 -4.59026 0.20501 -0.04 -0.14 -0.09
H 1.98087 -2.57816 -1.25489 0.17 0.09 -0.07
H 1.25807 -5.22546 -1.23509 0.08 -0.16 -0.08
H -0.96713 -5.26666 0.00161 0.09 0.11 0.01
C 5.25067 0.29824 0.71961 -0.16 -0.01 0.02
N 3.86797 0.41494 1.12581 0.06 0.06 0.31
C 3.24047 -0.87756 1.26341 -0.37 0.15 -0.01
C 3.08687 1.38394 0.36541 -0.26 -0.15 -0.12
C 2.54427 0.93724 -0.98109 -0.19 0.05 0.01
C 3.31327 1.15074 -2.11929 0.11 0.04 0.07
C 2.85697 0.77844 -3.36929 0.16 0.03 -0.15
C 1.60857 0.19684 -3.48719 -0.14 -0.01 -0.08
C 0.83857 -0.01006 -2.35599 0.06 0.09 0.11
C 1.26687 0.34334 -1.06729 0.32 -0.03 0.14
H 5.76217 -0.37156 1.41051 0.09 -0.03 0.02
H 5.72667 1.27634 0.77281 0.07 0.04 -0.03
H 5.37387 -0.10016 -0.29609 0.02 -0.06 -0.12
H 3.65317 -1.38686 2.13651 -0.08 -0.08 0.01
H 3.38957 -1.52306 0.38301 -0.22 0.04 0.04
H 2.14367 -0.73956 1.42211 0.62 -0.21 0.02
H 3.71967 2.26324 0.23711 -0.02 0.12 0.04
H 2.23427 1.65874 0.99671 0.24 0.02 -0.21
H 4.27707 1.63504 -2.02659 0.14 0.05 0.00
H 3.46767 0.95414 -4.24109 0.07 0.02 -0.15
H 1.22297 -0.08176 -4.45729 0.00 -0.04 -0.16
H -0.14293 -0.45986 -2.48739 0.04 -0.06 0.01
```
Positions in Å, forces in eV/Å.

Computed properties:
LUMO (spin up / spin down) ... -0.0378 / -0.0381 Ha
Total charge ... 0
Spin multiplicity ... 2
Kohn-Sham gap (spin up / spin down) ... 6.0 / 5.4 eV
M ... 662.29 u


# 2
This record from the OMol25 dataset describes a cluster of 17 separate species, C13H49BF9N2O21PS in total at a distorted geometry. The level of theory is the ωB97M-V functional and the def2-TZVPD basis.

Geometry as XYZ:
```
97
Properties=species:S:1:pos:R:3:forces:R:3
C -3.53148 1.80348 0.40051 0.35 0.51 0.19
O -2.37171 0.94140 0.50709 -0.06 0.16 0.34
B -2.47269 -0.28500 0.00983 -0.15 -0.29 -0.57
O -3.42992 -0.66799 -0.89872 -0.03 -0.11 0.04
C -1.38834 -1.41465 0.42045 0.40 0.26 -0.61
C -1.05948 -1.25067 1.80405 1.28 0.34 3.32
N -0.68182 -1.11827 2.90439 -0.94 -0.34 -2.31
P -2.32216 -2.98574 0.30656 -0.64 -0.14 0.05
O -3.61510 -2.86885 1.01610 -0.42 0.15 0.41
C -0.04680 -1.35935 -0.43348 -1.34 0.17 0.07
C 0.67530 -0.16791 -0.02097 2.13 2.08 1.19
N 1.37822 0.69129 0.34672 -1.64 -1.62 -0.92
C -0.46521 -1.19022 -1.90963 1.11 -0.32 -0.48
C 0.55260 -1.60889 -2.97766 -0.37 0.26 0.20
C 1.76388 -0.71175 -3.15036 0.03 -0.19 0.19
C 1.37841 0.68926 -3.50588 -1.08 0.34 -1.15
O 0.58384 0.95790 -4.37984 0.70 -0.23 0.89
O 2.03985 1.64177 -2.80691 0.04 0.48 0.22
C 0.75641 -2.61100 -0.09698 0.48 -0.05 -0.31
C 2.26155 -2.48671 -0.28230 -0.11 -0.56 -0.29
C 3.05324 -3.48273 0.54377 -0.12 1.07 -0.28
F 4.23202 -3.70285 -0.05513 0.52 -0.08 -0.25
F 2.39946 -4.65489 0.60790 -0.19 -0.68 0.12
C 3.26713 -2.94837 1.97468 -0.04 -0.70 0.77
F 2.11297 -3.11728 2.61594 -0.27 0.00 0.32
F 3.53701 -1.64906 1.95922 0.24 0.39 -0.35
S 4.65068 -3.77535 3.00457 -0.59 0.64 -0.19
F 4.53317 -5.08654 2.16074 0.03 -0.69 -0.36
F 5.70156 -3.18343 2.00183 0.53 0.27 -0.52
F 4.76414 -2.45363 3.87595 0.14 0.23 0.45
F 3.65802 -4.35590 4.05771 -0.57 -0.28 0.32
F 5.83029 -4.40246 3.80873 0.47 -0.19 0.34
H -3.78584 2.03464 -0.61701 -0.12 -0.34 -0.40
H -4.35119 1.39183 0.96275 -0.36 -0.31 0.06
H -3.27623 2.72635 0.87972 0.18 0.40 0.34
H -4.27107 -0.89205 -0.49136 -0.32 -0.06 -0.12
H -2.51632 -3.21901 -1.05979 0.43 -0.15 -0.11
H -1.51707 -4.00604 0.82205 0.25 0.00 -0.23
H -1.35727 -1.75495 -2.09962 -0.51 -0.26 0.03
H -0.69695 -0.15637 -2.10970 -0.37 0.53 0.16
H 0.01376 -1.55827 -3.90916 -0.24 -0.09 -0.46
H 0.82868 -2.64409 -2.84643 0.28 -0.38 0.05
H 2.42784 -0.67275 -2.30403 0.16 -0.06 0.41
H 2.34667 -1.08474 -3.97859 0.29 -0.18 -0.38
H 1.54103 1.86014 -2.00392 0.08 0.09 0.10
H 0.40228 -3.40097 -0.74125 -0.20 -0.39 -0.26
H 0.53712 -2.93863 0.90210 -0.10 0.07 0.56
H 2.62709 -1.48736 -0.12031 0.18 0.29 0.24
H 2.51798 -2.74401 -1.29429 0.17 -0.08 -0.55
O -3.65175 2.25436 -2.77309 -0.43 0.00 -0.21
H -2.69790 2.12958 -2.77044 0.07 0.01 0.14
H -3.79785 2.71848 -3.60579 0.39 -0.02 -0.16
O -0.81334 2.94739 -1.03050 0.12 0.07 -0.14
H -0.53703 3.87011 -0.99420 -0.01 -0.04 0.07
H -1.05780 2.72174 -0.12257 0.04 -0.14 -0.11
O -6.08368 4.23247 -3.07902 -0.02 -0.08 -0.06
H -6.79965 4.00977 -2.47385 -0.06 0.01 0.02
H -5.48442 3.47767 -3.03167 -0.02 -0.05 0.15
O -4.12873 -2.48533 3.93020 -0.04 -0.06 0.00
H -4.05185 -2.69933 2.99007 0.02 0.01 -0.10
H -3.67368 -1.64418 4.02201 0.07 0.03 0.03
O -0.38162 -5.58790 2.05407 0.00 0.05 0.01
H -0.86296 -5.62485 2.88739 -0.05 0.05 0.02
H 0.35941 -6.18855 2.17444 0.05 -0.02 -0.03
O -2.92716 3.38576 3.14620 0.07 0.04 -0.04
H -3.05035 3.84301 3.98304 0.00 0.02 0.02
H -1.97876 3.22227 3.09706 0.05 -0.06 0.06
O 4.00657 0.94625 3.48663 0.02 0.16 0.01
H 3.80561 0.02269 3.31857 -0.09 -0.07 -0.01
H 4.92256 0.93040 3.78464 0.04 -0.03 0.10
O 6.85780 -0.49692 3.93440 -0.03 0.12 -0.07
H 6.72143 -1.43535 3.77585 -0.06 -0.05 0.02
H 7.79925 -0.41231 4.11232 0.04 0.09 -0.01
O -1.90949 4.01555 -4.17846 -0.01 -0.20 0.25
H -1.39464 4.66617 -4.66385 -0.16 0.15 -0.12
H -1.37033 3.76343 -3.42200 0.11 -0.01 -0.04
O 1.21893 2.51224 2.90960 -0.02 0.25 0.17
H 1.78138 2.13391 2.22152 -0.07 -0.04 0.00
H 1.72743 2.39557 3.71976 0.12 -0.32 -0.07
O 6.68165 0.54038 1.02979 0.01 -0.06 0.00
H 6.63884 1.49762 0.96395 -0.06 0.05 -0.04
H 6.49813 0.34869 1.95763 0.08 -0.05 0.06
O -2.89647 6.30800 -5.50583 0.07 0.15 -0.13
H -3.71530 6.08777 -5.05180 0.01 -0.10 0.08
H -3.11742 6.26567 -6.44032 -0.02 0.02 -0.04
O -5.47568 4.34808 0.03407 0.02 -0.04 -0.11
H -5.01252 5.08986 0.43366 -0.01 0.00 0.11
H -5.25458 4.41096 -0.90249 0.02 0.06 -0.06
O 1.09761 5.21797 4.51075 -0.05 -0.04 0.12
H 1.05129 4.34318 4.10780 -0.03 0.06 -0.25
H 1.98474 5.52831 4.31220 0.02 0.02 -0.02
O -7.30959 3.63444 -6.10447 0.02 -0.03 0.08
H -7.08718 3.72252 -5.16978 0.10 0.09 0.05
H -8.19437 4.00087 -6.17710 -0.05 0.02 -0.04
O 3.94241 -6.75441 -1.34318 -0.03 -0.01 -0.01
H 3.52226 -6.24763 -0.64292 -0.03 0.02 0.04
H 4.88325 -6.60567 -1.21435 0.05 0.00 -0.02
```
Positions in Å, forces in eV/Å.

Computed properties:
LUMO ... -0.0037 Ha
Total charge ... 0
Spin multiplicity ... 1
Kohn-Sham gap ... 10.5 eV
M ... 814.36 u


# 3
This record from the OMol25 dataset describes an isolated molecule of C4H4N2O2 at a distorted geometry. The level of theory is the ωB97M-V functional and the def2-TZVPD basis.

Geometry as XYZ:
```
12
Properties=species:S:1:pos:R:3:forces:R:3
C -1.28726 -0.57487 -0.24604 -0.11 -0.35 0.68
C 0.19580 1.15703 -0.25114 1.34 -1.91 0.50
C 1.45399 -0.66972 0.35924 -0.67 0.28 1.27
C 0.02423 -0.13008 0.53698 -1.33 -0.19 -2.02
H -2.18005 -0.95196 0.28452 0.97 -0.21 0.44
H -1.07618 -1.32315 -1.05087 0.05 1.00 0.12
H 1.87904 -1.64151 0.69585 -0.46 0.88 -0.40
H -0.21481 0.16002 1.54491 0.11 -0.35 0.79
N -0.75244 1.54394 -0.97374 0.21 1.02 -0.38
N 2.26853 0.26915 0.07360 -0.69 0.15 -0.75
O -1.82612 0.70132 -0.68640 0.11 -0.69 -0.34
O 1.51528 1.45983 -0.28692 0.49 0.36 0.08
```
Positions in Å, forces in eV/Å.

Computed properties:
SMILES string ... C1=NOC2=NOC[C@@H]12
LUMO ... 0.0188 Ha
Total charge ... 0
Spin multiplicity ... 1
Kohn-Sham gap ... 10.0 eV
M ... 112.09 u